*1*
Computed, not measured: a single C7H7N molecule, with ωB97M-V with the def2-TZVPD basis set.

Computed properties:
* HOMO-LUMO gap: 0.3190 Eh
* lowest unoccupied orbital energy: 0.7 eV
* SMILES: C1=C[C@@H]2[C@@H]3C=C[C@@H]1N23
* net charge: 0

```
15
C7H7N (ωB97M-V with the def2-TZVPD basis set)
N -0.00014 -0.49489 0.84124
C -1.94867 -0.10199 -0.30948
C 1.51208 1.12181 0.06948
C -0.84656 -1.11409 -0.11139
C -1.49754 1.12869 0.04340
C 1.93296 -0.10729 -0.35211
C 0.84004 -1.13864 -0.14066
C -0.01094 0.82276 0.07684
H 2.04017 2.07232 0.16930
H 2.97600 -0.31930 -0.50499
H 1.13938 -2.14346 0.14418
H -1.99548 2.08821 0.07005
H 0.02635 0.58505 -0.99710
H -1.12942 -2.12370 0.15266
H -2.94425 -0.36239 -0.57932
```



*2*
Computed, not measured: a 2-piece molecular cluster, C7H7N overall, with ωB97M-V with the def2-TZVPD basis set.

Computed properties:
* HOMO-LUMO gap: 0.3682 Eh
* lowest unoccupied orbital energy: 0.7 eV
* SMILES: c1ccncc1.C#C
* net charge: 0

```
15
C7H7N (ωB97M-V with the def2-TZVPD basis set)
N 0.52544 -1.02091 -0.25084
C 1.06696 -0.67888 0.88943
C 0.52828 3.39742 -2.24664
C -1.71520 -1.30650 0.69956
C -1.13216 -0.90603 1.84129
C 0.25820 -0.67209 2.05696
C -0.85512 -1.41511 -0.39049
C 1.39459 2.73072 -2.72829
H -0.29897 3.83153 -1.81731
H 2.07305 -0.54403 0.97544
H 0.75191 -0.85099 3.10282
H -1.81817 -1.28958 2.65450
H -1.16429 -1.56722 -1.32913
H 2.24049 2.18285 -3.10586
H -2.73540 -1.51341 0.54440
```



*3*
Computed, not measured: a 2-piece molecular cluster, C7H7N overall, with ωB97M-V with the def2-TZVPD basis set.

Computed properties:
* HOMO-LUMO gap: 0.3599 Eh
* lowest unoccupied orbital energy: 0.9 eV
* SMILES: c1ccncc1.C#C
* net charge: 0

```
15
C7H7N (ωB97M-V with the def2-TZVPD basis set)
N 0.18098 -1.57417 0.20412
C 0.26981 0.65322 1.12996
C 1.19162 1.09942 0.18553
C -0.28019 -0.67697 1.04784
C -2.01988 0.64941 -0.94910
C 1.23161 -1.18067 -0.55261
C -2.22482 -0.37843 -0.31671
C 1.76110 0.12558 -0.66680
H -1.18042 -0.98508 1.63493
H 1.61326 2.12489 0.14935
H -2.64326 -1.08310 0.47847
H -1.90085 1.46003 -1.56406
H 1.68377 -1.93069 -1.28318
H 2.59588 0.38104 -1.37915
H -0.27861 1.31550 1.88140
```



Which one sits at the top of the stability order? *3* does.



*1*
Computed, not measured: C3HO3 as an isolated structure, with ωB97M-V with the def2-TZVPD basis set.

Computed properties:
* HOMO-LUMO gap: 0.2950 Eh
* lowest unoccupied orbital energy: 4.3 eV
* net charge: -1

```
7
C3HO3 (ωB97M-V with the def2-TZVPD basis set)
O 0.86578 -2.27215 0.08551
O -1.40342 0.92262 1.11297
O -1.55276 0.56909 -1.11714
C 0.94972 -1.07364 0.02262
C -1.12434 0.63913 -0.00941
C 0.83846 0.16725 -0.05089
H 1.42656 1.04771 -0.04366
```



*2*
Computed, not measured: C3HO3 as an isolated structure, with ωB97M-V with the def2-TZVPD basis set.

Computed properties:
* HOMO-LUMO gap (alpha / beta): 0.3047 / 0.2447 Eh
* lowest unoccupied orbital energy (alpha / beta): 2.7 / 1.2 eV
* net charge: -1

```
7
C3HO3 (ωB97M-V with the def2-TZVPD basis set)
O -1.03463 -2.71486 -1.65800
O 0.72527 1.40632 2.07133
O 0.88461 2.32055 -0.02295
C -0.12515 0.13284 0.15363
C -0.44521 -0.77899 -0.48394
C 0.67903 1.62567 0.91920
H -0.68392 -1.99152 -0.97928
```



Which one sits at the top of the stability order? *1* does.



*1*
Computed, not measured: an isolated ion of composition C5H9N2S and charge +1, with ωB97M-V with the def2-TZVPD basis set.

Computed properties:
* HOMO-LUMO gap: 0.3015 Eh
* lowest unoccupied orbital energy: -3.8 eV
* SMILES: [NH2+]=CNCCC=C=S
* net charge: +1

```
17
C5H9N2S (ωB97M-V with the def2-TZVPD basis set)
S -2.71354 0.79751 0.38258
N 1.04037 0.22715 0.38651
N 1.26998 2.48014 0.12775
C 0.65913 1.46645 0.61737
C 0.23775 -0.90413 0.73338
C -0.19086 -1.68802 -0.50019
C -2.14856 -0.34724 -0.51401
C -1.59126 -1.39460 -0.99443
H 0.75765 -1.54501 1.31372
H 1.02250 3.47872 0.02133
H 2.03785 2.41064 -0.50533
H -0.07722 -2.84285 -0.29294
H 1.90230 0.14979 -0.26671
H 0.60650 -1.41990 -1.32342
H -0.14053 1.69069 1.33759
H -0.71087 -0.56154 1.22437
H -1.96121 -1.99780 -1.74757
```



*2*
Computed, not measured: an isolated ion of composition C5H9N2S and charge +1, with ωB97M-V with the def2-TZVPD basis set.

Computed properties:
* HOMO-LUMO gap (alpha / beta): 0.2823 / 0.2824 Eh
* lowest unoccupied orbital energy (alpha / beta): -4.5 / -4.5 eV
* net charge: +1

```
17
C5H9N2S (ωB97M-V with the def2-TZVPD basis set)
S 0.69489 -2.00506 1.38661
N -0.22072 -0.53342 -0.59745
N 0.30472 1.77618 0.69543
C -0.85442 -1.70752 -1.09684
C -0.94702 0.64525 -0.88972
C 1.31696 0.76815 0.78538
C -0.69574 1.78160 -0.16168
C 0.63899 -0.60756 0.44731
H 1.55028 0.68401 1.80618
H -1.11608 -1.65297 -2.20503
H 0.70941 2.64985 1.06160
H -1.53033 2.54304 -0.20460
H 1.77604 -1.55644 1.91737
H 2.12971 0.92105 0.05212
H -0.32092 -2.64550 -0.80618
H -1.74253 -1.64836 -0.58848
H -1.69325 0.58770 -1.60202
```



Which one sits at the top of the stability order? *2* does.



*1*
Computed, not measured: a 2-piece molecular cluster, C2H4O4 overall, with ωB97M-V with the def2-TZVPD basis set.

Computed properties:
* HOMO-LUMO gap: 0.3718 Eh
* lowest unoccupied orbital energy: 0.8 eV
* SMILES: C=C=O.OOO
* net charge: 0

```
10
C2H4O4 (ωB97M-V with the def2-TZVPD basis set)
O -0.33272 1.11429 -1.51220
O -0.44260 2.61861 1.12559
O 0.72480 1.91686 1.00561
O 0.73534 0.68052 1.67550
C -0.30918 -1.24068 -1.03714
C -0.36552 -0.02590 -1.30836
H -1.07399 -1.95724 -1.02344
H 0.75767 -1.28562 -0.82283
H -0.43407 3.19722 0.34588
H 0.88700 0.83930 2.58261
```



*2*
Computed, not measured: a 2-piece molecular cluster, C2H4O4 overall, with ωB97M-V with the def2-TZVPD basis set.

Computed properties:
* HOMO-LUMO gap: 0.4359 Eh
* lowest unoccupied orbital energy: 0.9 eV
* SMILES: O=CO.O=CO
* net charge: 0

```
10
C2H4O4 (ωB97M-V with the def2-TZVPD basis set)
O -0.06371 0.71352 1.67871
O 0.04884 -0.62540 -1.71663
O -1.44891 -0.47914 0.35945
O 1.55879 -0.08948 -0.13534
C 1.18784 -0.20987 -1.27719
C -1.20938 0.31923 1.23515
H -0.60884 -0.76701 -0.96730
H 1.87168 0.00750 -2.11875
H 0.69861 0.32825 1.15032
H -2.03491 0.80240 1.79158
```



Which one sits at the top of the stability order? *2* does.